Entry 1:
{
  "formula": "C12H29Cl2N2O2SiTc",
  "method": "ωB97M-V/def2-TZVPD",
  "total_energy_ev": -55080.446,
  "homo_energy_ev": [-18.4, -19.1],
  "spin_multiplicity": 4,
  "s_squared": 3.78,
  "homo_lumo_gap_ev": [7.4, 6.7],
  "total_charge": 3,
  "symbols": ["Tc", "C", "O", "C", "O", "N", "N", "H", "H", "H", "H", "H", "H", "C", "Si", "C", "C", "C", "C", "C", "C", "C", "C", "H", "H", "H", "H", "H", "H", "H", "H", "H", "H", "H", "H", "H", "H", "H", "H", "H", "H", "H", "H", "H", "Cl", "C", "Cl", "H", "H"],
  "xyz": [[-0.059380, -0.975542, -1.656362], [2.245399, 2.570099, -3.887018], [0.781427, 2.305200, -3.916140], [0.270489, 1.374554, -3.223505], [0.924633, 0.612806, -2.430901], [-1.054844, 1.212628, -3.361778], [-1.636291, 0.112380, -2.694123], [2.396763, 3.257791, -4.707836], [2.773253, 1.636375, -4.042582], [2.482293, 3.031367, -2.934882], [-1.599207, 1.760355, -4.018179], [-2.066283, -0.499653, -3.390342], [-2.389581, 0.455972, -2.097845], [-1.650459, 1.523193, 0.423095], [-0.558817, 0.046199, 0.606534], [1.360528, 1.063466, 1.489715], [2.332343, -0.073186, 1.591871], [1.629075, 2.060693, 0.396263], [0.894085, 1.658803, 2.777396], [-1.290467, -1.275548, 1.762366], [-1.570706, -0.740628, 3.172351], [-2.639158, -1.513120, 1.035201], [-0.485641, -2.573112, 1.863077], [-1.820630, 1.933236, 1.421087], [-2.625802, 1.233578, 0.019260], [-1.252385, 2.318778, -0.209519], [2.572501, -0.519115, 0.626197], [2.033291, -0.837289, 2.307946], [3.271117, 0.357344, 1.973995], [1.843814, 1.605148, -0.566968], [2.550163, 2.578142, 0.711744], [0.860808, 2.828005, 0.309349], [0.612445, 0.933075, 3.533003], [0.121498, 2.418628, 2.660376], [1.782277, 2.178145, 3.177020], [-2.132920, 0.194732, 3.183402], [-0.667333, -0.638723, 3.766087], [-2.190290, -1.482014, 3.687160], [-3.328424, -0.676789, 1.150503], [-3.118717, -2.385297, 1.492450], [-2.549825, -1.750299, -0.033275], [0.464905, -2.430887, 2.376487], [-0.294663, -3.026585, 0.887526], [-1.050802, -3.308406, 2.442965], [-0.843939, -3.243214, -1.788968], [0.833259, -3.916601, -1.541138], [1.824648, -2.437502, -1.192360], [1.173365, -4.373100, -2.464896], [0.842181, -4.584080, -0.685806]],
  "forces_ev_per_angstrom": [[-0.091, 0.226, -0.217], [-0.243, -0.044, 0.019], [0.240, 0.163, -0.072], [0.180, -0.102, 0.148], [-0.065, 0.166, -0.254], [-0.006, -0.010, 0.123], [-0.043, -0.066, -0.108], [0.013, 0.033, -0.030], [0.024, -0.029, -0.002], [0.031, 0.009, 0.027], [-0.007, 0.019, -0.022], [-0.071, 0.014, -0.056], [-0.025, -0.033, 0.080], [-0.072, 0.244, -0.274], [0.144, -0.208, 0.401], [0.152, 0.049, -0.173], [-0.078, 0.013, -0.015], [0.072, -0.024, 0.106], [-0.077, -0.037, -0.041], [0.180, 0.044, 0.032], [-0.215, -0.133, -0.006], [-0.104, -0.115, 0.091], [-0.038, -0.017, -0.049], [-0.115, 0.069, -0.017], [-0.019, -0.002, 0.137], [0.024, -0.055, 0.067], [0.001, 0.048, 0.058], [-0.008, 0.006, -0.007], [-0.021, -0.020, 0.009], [0.018, -0.018, 0.009], [-0.046, 0.004, -0.035], [0.037, -0.028, 0.022], [-0.005, -0.041, 0.018], [0.035, -0.024, 0.004], [-0.057, 0.022, 0.001], [0.083, 0.030, -0.015], [0.067, 0.027, 0.005], [-0.011, 0.041, -0.021], [0.028, 0.003, 0.002], [0.046, 0.029, -0.023], [0.033, 0.022, -0.004], [0.009, 0.009, -0.026], [0.015, 0.032, 0.038], [-0.018, 0.073, -0.015], [0.265, -0.459, 0.074], [-0.137, 0.320, -0.018], [-0.115, -0.265, 0.000], [0.010, -0.001, -0.024], [-0.022, 0.017, 0.050]]
}

Entry 2:
{
  "formula": "C6H12O",
  "method": "ωB97M-V/def2-TZVPD",
  "total_energy_ev": -8462.279,
  "homo_energy_ev": -8.8,
  "homo_lumo_gap_ev": 9.4,
  "smiles": "C=C/C=C/CC.O",
  "symbols": ["C", "C", "C", "C", "C", "C", "H", "H", "H", "H", "H", "H", "H", "H", "H", "H", "H", "H", "O"],
  "xyz": [[-0.151442, 0.201793, -2.577765], [-0.369944, 1.354404, -1.551821], [1.375542, 0.191849, 2.536912], [0.208846, -0.181248, 1.955774], [-0.299138, 0.359307, 0.702618], [0.345850, 0.990760, -0.289168], [0.938499, 0.039436, -2.859108], [-0.753820, 0.369903, -3.508976], [-0.505508, -0.767727, -2.158519], [-1.449344, 1.473704, -1.566060], [0.052857, 2.323207, -1.857563], [1.782009, -0.308888, 3.381555], [2.004915, 0.872694, 1.993821], [-0.402920, -0.924010, 2.429946], [-1.361919, 0.183054, 0.638505], [1.334685, 1.485607, -0.231418], [-0.228782, -1.630037, -0.366547], [-0.950192, -2.399081, 0.793425], [-0.865076, -2.316780, -0.158848]],
  "forces_ev_per_angstrom": [[0.665, -0.237, -0.866], [0.619, -0.394, -1.137], [-1.395, -0.770, -1.548], [2.120, 0.955, 0.953], [0.276, 0.336, 0.114], [-1.046, 0.992, 0.707], [-1.276, 0.343, 0.286], [0.676, -0.062, 0.693], [0.117, 0.766, -0.201], [-0.179, 0.082, 0.950], [-0.157, -0.378, -0.513], [0.096, -0.146, 0.700], [0.233, 0.415, 0.136], [-0.273, -0.228, 0.304], [-0.194, -0.061, -0.743], [-0.251, -1.167, 0.239], [0.143, 0.099, 0.419], [0.286, 0.193, -0.035], [-0.460, -0.739, -0.457]]
}

Entry 3:
{
  "formula": "C12H11N2NiO7S2",
  "method": "ωB97M-V/def2-TZVPD",
  "total_energy_ev": -92651.362,
  "homo_energy_ev": -4.4,
  "homo_lumo_gap_ev": 7.0,
  "total_charge": -1,
  "symbols": ["Ni", "O", "C", "C", "C", "N", "C", "C", "C", "O", "O", "C", "O", "O", "H", "H", "H", "C", "O", "C", "O", "H", "H", "H", "S", "C", "N", "C", "C", "S", "H", "H", "H", "H", "H"],
  "xyz": [[-0.551899, 1.007242, -0.677066], [4.475237, -1.103514, 1.794048], [3.320216, -0.592674, 1.285139], [2.953464, 0.732964, 1.480768], [1.769933, 1.185985, 0.927232], [0.993673, 0.381172, 0.199915], [1.321466, -0.905284, 0.046796], [2.480643, -1.436669, 0.574854], [0.287547, -1.763823, -0.705113], [0.500641, -2.982878, -0.733353], [-0.641930, -1.116823, -1.260987], [1.340564, 2.620750, 1.280733], [1.936301, 3.163543, 2.189221], [0.378978, 3.223691, 0.624236], [4.940540, -0.405264, 2.266622], [3.543952, 1.417442, 2.075428], [2.693260, -2.485891, 0.430742], [0.860460, 4.393874, -2.098338], [1.041997, 3.085790, -1.575930], [-0.010169, 2.682703, -0.743312], [-1.218906, 2.886728, -1.085769], [1.756665, 4.630583, -2.670344], [0.739206, 5.124299, -1.293590], [-0.016661, 4.432298, -2.746241], [-2.917731, 0.489042, 0.750368], [-3.211051, -1.084591, 0.374419], [-2.512847, -2.158547, 0.789171], [-2.649753, -3.349377, -0.037604], [-4.110443, -3.351687, -0.470400], [-4.514179, -1.594208, -0.687536], [-1.597227, -1.948337, 1.159816], [-2.401486, -4.237663, 0.542379], [-1.968758, -3.276184, -0.888012], [-4.758681, -3.784215, 0.291919], [-4.253024, -3.880478, -1.410211]],
  "forces_ev_per_angstrom": [[0.089, -0.213, -0.235], [0.008, -0.005, 0.004], [-0.030, 0.069, -0.026], [0.029, -0.073, 0.015], [-0.150, 0.094, 0.055], [-0.032, 0.024, 0.096], [-0.196, -0.040, 0.145], [-0.022, -0.011, -0.014], [0.417, 0.140, -0.682], [-0.145, -0.039, 0.238], [-0.093, 0.105, 0.392], [0.298, 0.082, -0.259], [-0.149, -0.070, 0.035], [0.034, -0.039, 0.139], [-0.003, -0.001, -0.001], [0.002, -0.003, -0.003], [0.018, 0.001, 0.007], [-0.025, -0.057, 0.038], [0.046, -0.028, 0.031], [-0.068, 0.108, -0.038], [0.006, -0.077, 0.021], [-0.004, -0.006, -0.005], [0.011, 0.013, 0.012], [-0.016, 0.002, 0.001], [-0.044, -0.019, 0.053], [-0.080, 0.087, 0.016], [0.109, 0.000, 0.003], [-0.035, -0.039, -0.037], [0.017, -0.014, -0.023], [0.012, 0.010, 0.001], [-0.007, 0.014, 0.036], [0.007, -0.005, -0.001], [-0.008, -0.017, -0.027], [-0.003, 0.009, 0.007], [0.004, -0.005, 0.004]]
}